No. 1
# C7H10

2 unconnected molecules or ions with the total composition C7H10 (wB97M-V/def2-TZVPD, OMol25).

DFT total energy in hartree: -272.54538
2S+1: 1
Frontier orbital gap in eV: 9.518
Lowest unoccupied orbital energy in eV: 1.10
SMILES: C1=C2C[C@H]2[C@H]2C[C@@H]12.[H][H]
HOMO in eV: -8.4180
Charge: 0
Maximum force in eV/A: 0.68

Each atom is followed by the atoms it is bonded to, with distances in Å.
Cartesian coordinates (Å):
1 C -0.09 -0.76 -1.18  C2 1.348, C7 1.509, H8 1.100
2 C -0.79 0.35 -0.89  C1 1.348, C3 1.488, C4 1.473
3 C -1.45 1.10 0.22  C2 1.488, C4 1.533, H9 1.092, H10 1.097
4 C -0.04 1.45 -0.27  C2 1.473, C3 1.533, C5 1.506, H11 1.092
5 C 1.28 0.81 0.08  C4 1.506, C6 1.491, C7 1.548, H12 1.084
6 C 1.32 -0.48 0.83  C5 1.491, C7 1.522, H13 1.088, H14 1.088
7 C 1.32 -0.54 -0.69  C1 1.509, C5 1.548, C6 1.522, H15 1.089
8 H -0.45 -1.74 -1.51  C1 1.100
9 H -2.20 1.87 0.03  C3 1.092
10 H -1.57 0.54 1.16  C3 1.097
11 H 0.00 2.34 -0.90  C4 1.092
12 H 2.16 1.44 0.10  C5 1.084
13 H 2.25 -0.71 1.35  C6 1.088
14 H 0.43 -0.81 1.36  C6 1.088
15 H 2.21 -0.92 -1.18  C7 1.089
16 H -2.30 -2.15 1.06  H17 0.743
17 H -2.10 -1.79 0.44  H16 0.743

Computed Löwdin charges, given in elementary charges: -0.038 -0.197 -0.036 -0.210 -0.190 -0.083 -0.203 0.100 0.098 0.091 0.139 0.130 0.104 0.100 0.123 0.049 0.022

=====

No. 2
# C2H7NO2

2 unconnected molecules or ions with the total composition C2H7NO2 at a distorted geometry (wB97M-V/def2-TZVPD, OMol25).

DFT total energy in hartree: -285.65463
2S+1: 1
Frontier orbital gap in eV: 9.982
Lowest unoccupied orbital energy in eV: 0.45
SMILES: CC(N)=O.O
HOMO in eV: -9.5308
Charge: 0
Maximum force in eV/A: 1.69

Each atom is followed by the atoms it is bonded to, with distances in Å.
Cartesian coordinates (Å):
1 C -0.96 -0.96 -0.62  C2 1.497, H5 1.074, H6 1.096, H7 1.097
2 C -0.04 -0.88 0.56  C1 1.497, N3 1.362, O4 1.218
3 N 0.17 0.32 1.17  C2 1.362, H8 1.015, H9 1.004
4 O 0.48 -1.90 0.97  C2 1.218
5 H -0.97 -1.96 -1.02  C1 1.074
6 H -0.76 -0.26 -1.44  C1 1.096
7 H -1.96 -0.61 -0.35  C1 1.097
8 H 0.11 1.15 0.59  N3 1.015
9 H 0.80 0.27 1.95  N3 1.004
10 O 0.42 2.45 -1.45  H11 0.975, H12 0.961
11 H 0.38 2.33 -2.42  O10 0.975
12 H -0.34 2.96 -1.18  O10 0.961

Computed Löwdin charges, given in elementary charges: -0.017 -0.603 0.151 0.032 0.076 0.067 0.086 0.074 0.103 -0.063 0.055 0.038

=====

No. 3
# C5H13N2O

A gas-phase ion, C5H13N2O (charge +1) at a distorted geometry (wB97M-V/def2-TZVPD, OMol25).

DFT total energy in hartree: -382.77751
2S+1: 1
Frontier orbital gap in eV: 9.013
Lowest unoccupied orbital energy in eV: -3.11
SMILES: N/C=C/C[C@@H]([NH3+])CO
HOMO in eV: -12.1273
Charge: +1
Maximum force in eV/A: 2.66

Each atom is followed by the atoms it is bonded to, with distances in Å.
Cartesian coordinates (Å):
1 N 1.39 2.74 1.19  C2 1.379, H9 1.026, H10 1.029
2 C 0.53 2.31 0.21  N1 1.379, C3 1.359, H11 1.098
3 C -0.45 1.42 0.53  C2 1.359, C4 1.529, H12 1.099
4 C -1.10 0.29 -0.27  C3 1.529, C5 1.525, H13 1.104, H14 1.114
5 C -0.05 -0.72 -0.72  C4 1.525, N6 1.507, C7 1.512, H15 1.104
6 N 0.79 -0.99 0.50  C5 1.507, H16 1.028, H17 1.037, H18 1.061
7 C -0.51 -2.07 -1.23  C5 1.512, O8 1.411, H19 1.083, H20 1.103
8 O -1.18 -2.78 -0.22  C7 1.411, H21 0.958
9 H 0.92 2.82 2.11  N1 1.026
10 H 1.77 3.67 0.96  N1 1.029
11 H 0.85 2.42 -0.83  C2 1.098
12 H -0.99 1.65 1.46  C3 1.099
13 H -1.87 -0.10 0.42  C4 1.104
14 H -1.64 0.76 -1.12  C4 1.114
15 H 0.52 -0.15 -1.48  C5 1.104
16 H 1.76 -1.28 0.33  N6 1.028
17 H 0.40 -1.63 1.22  N6 1.037
18 H 0.96 -0.05 0.96  N6 1.061
19 H 0.38 -2.54 -1.62  C7 1.083
20 H -1.23 -2.02 -2.06  C7 1.103
21 H -1.25 -3.73 -0.34  O8 0.958

Computed Löwdin charges, given in elementary charges: 0.050 -0.210 -0.166 -0.151 -0.268 0.203 -0.212 -0.039 0.108 0.106 0.130 0.114 0.129 0.142 0.168 0.180 0.183 0.152 0.124 0.145 0.109

=====

Summary of relative energy (zero: lowest compared OMol25 entry of this formula, charge and spin) in eV
4.697; 0.467; 2.289
(order as listed above)